i | # C4H8NOP

The molecule C4H8NOP (ωB97M-V/def2-TZVPD, OMol25).

Calculated values
Structure (SMILES)   [H]/N=C1/CCCP1O
LUMO energy   0.7 eV
Total charge   0
Highest occupied orbital energy   -8.55 eV

Each line ends with the Löwdin charge.
Positions of all 15 atoms, in Å:
C1 0.36326 -1.26461 0.70594  -0.23
C2 -0.12675 -0.09181 1.58045  -0.28
H1 -0.29654 -1.93795 0.14889  0.07
H2 1.12078 -1.88969 1.07661  0.02
C3 -0.31124 0.90327 -0.68980  -0.55
H3 0.69707 0.50719 2.05115  0.11
H4 -0.08294 1.29146 -2.54392  0.03
H5 -0.60770 1.93621 0.90237  0.09
H6 -0.86342 -0.19039 2.39613  0.11
C4 -0.79998 0.93788 0.67864  -0.25
N1 -0.73028 1.42413 -1.75763  0.08
P1 1.37442 -0.05621 -0.72597  0.96
H7 -1.93235 0.86278 0.69011  0.14
H8 0.75964 -1.54173 -2.39636  0.08
O1 1.43604 -0.89051 -2.11660  -0.38



ii | # C4H8NOP

The molecule C4H8NOP (ωB97M-V/def2-TZVPD, OMol25).

Calculated values
Structure (SMILES)   C1CCp2on2C1
LUMO energy   0.8 eV
Total charge   0
Highest occupied orbital energy   -9.08 eV

Each line ends with the Löwdin charge.
Positions of all 15 atoms, in Å:
N1 -1.77751 -0.36393 0.60668  -0.26
H1 1.37680 0.73911 1.40584  0.11
C1 -0.05639 -0.17149 -1.74944  -0.32
O1 -1.51161 -1.73911 0.00774  -0.36
H2 1.99866 0.32545 -0.88161  0.09
C2 -0.71988 0.14792 1.48019  -0.19
H3 -0.10200 0.66256 -2.44693  0.04
C3 0.99797 0.49881 -0.53895  -0.22
H4 0.88575 1.58693 -0.47595  0.10
H5 1.05602 -1.02855 1.09579  0.12
H6 0.58568 -0.97614 -2.20996  0.08
P1 -1.71917 -0.55675 -1.11039  0.87
H7 -0.78711 -0.32758 2.41551  0.09
C4 0.75946 0.01782 0.81332  -0.24
H8 -0.98668 1.18496 1.58816  0.10



i is favored, and the nearest alternative lies 1.721 eV above it.



i | # C6H11N2

The ion C6H11N2 with charge +1 (ωB97M-V/def2-TZVPD, OMol25).

Calculated values
Structure (SMILES)   CCCc1c[nH]c[nH+]1
LUMO energy   -3.5 eV
Total charge   +1
Highest occupied orbital energy   -13.61 eV

Each line ends with the Löwdin charge.
Positions of all 19 atoms, in Å:
C1 0.28147 1.39687 0.85007  0.04
H1 -3.00003 -2.03338 0.31183  0.04
H2 2.97201 2.94155 -0.65131  0.21
H3 -1.12481 -0.47100 1.15696  0.07
C2 2.11994 2.15023 -0.36819  -0.02
H4 0.61376 -1.70138 0.17208  0.15
N1 1.79135 0.95289 -0.94448  0.18
H5 -0.51890 1.32573 1.56163  0.14
C3 -2.00440 -2.23470 0.09452  -0.06
H6 1.44267 3.05517 1.35813  0.19
H7 -2.00509 -2.55033 -0.96368  0.08
N2 1.22275 2.31848 0.66522  0.05
C4 -1.34685 -0.77902 0.16028  -0.23
H8 -1.94129 -0.00970 -0.30287  0.12
C5 0.72133 0.44340 -0.17319  -0.18
C6 0.09605 -0.84809 -0.36999  -0.18
H9 2.09043 0.35464 -1.65542  0.16
H10 0.02771 -1.24074 -1.45087  0.15
H11 -1.43810 -3.07062 0.54926  0.09



ii | # C6H11N2

The ion C6H11N2 with charge +1 (ωB97M-V/def2-TZVPD, OMol25).

Calculated values
Structure (SMILES)   C=N/C=[NH+]\CC(=C)C
LUMO energy   -4.5 eV
Total charge   +1
Highest occupied orbital energy   -13.31 eV

Each line ends with the Löwdin charge.
Positions of all 19 atoms, in Å:
H1 0.88636 0.59842 -1.92886  0.20
C1 -2.73385 -1.27467 -0.33353  0.10
H2 2.18226 -0.50676 -0.62531  0.11
H3 -3.22468 -2.18167 -0.21760  0.08
H4 0.99860 2.39693 1.10662  0.06
H5 -0.01118 0.64358 2.61055  0.04
H6 2.53737 1.55009 1.09186  0.11
H7 1.04652 -1.75719 -0.07327  0.18
H8 1.69766 2.02574 -0.44689  0.11
H9 -0.21841 -1.02970 2.03355  0.09
H10 -3.19968 -0.40894 0.19887  0.13
C2 0.18007 0.00463 1.83443  0.08
N1 -1.74991 -1.16946 -1.09056  0.09
C3 1.52232 1.62980 0.63773  -0.05
C4 -0.95160 -0.24256 -1.53076  -0.08
C5 0.97295 0.25645 0.78092  -0.39
H11 -1.50393 0.22941 -2.39490  0.19
C6 1.21260 -0.64794 -0.31645  -0.15
N2 0.35655 -0.11614 -1.33642  0.08



i is favored, and the nearest alternative lies 1.495 eV above it.



i | # C6H11N2

The ion C6H11N2 with charge +1 (ωB97M-V/def2-TZVPD, OMol25).

Calculated values
Structure (SMILES)   [H]/N=C1/C[NH2+]CC12CC2
LUMO energy   -3.4 eV
Total charge   +1
Highest occupied orbital energy   -13.92 eV

Each line ends with the Löwdin charge.
Positions of all 19 atoms, in Å:
H1 1.36866 0.66247 1.42622  0.17
H2 -1.36522 0.38676 2.11387  0.11
N1 -1.04804 -2.00669 0.49340  0.21
H3 -0.07237 -0.74846 2.82475  0.21
C1 0.03603 0.00399 -0.49221  -0.38
H4 0.41217 1.84604 2.19232  0.22
H5 -0.95026 1.72370 0.07812  0.11
H6 -0.91217 -1.27993 -1.96803  0.09
C2 -0.44273 -0.06314 1.87872  -0.03
C3 -0.62143 -0.85135 0.51449  -0.32
C4 1.01547 -0.53573 -1.52331  -0.10
H7 0.78703 2.01179 -0.55794  0.18
C5 -0.35456 -0.37181 -1.97505  -0.04
H8 1.54762 -1.53193 -1.45242  0.14
C6 0.01502 1.38824 0.00310  -0.02
H9 1.75823 0.25016 -1.96450  0.15
H10 -1.07167 -2.51661 -0.38141  0.08
H11 -0.54816 0.55448 -2.66402  0.17
N2 0.44639 1.07803 1.45390  0.06



ii | # C6H11N2

A structure of composition C6H11N2 (ωB97M-V/def2-TZVPD, OMol25).

Calculated values
LUMO energy   -5.0 eV
Total charge   +1
Highest occupied orbital energy   -13.63 eV

Each line ends with the Löwdin charge.
Positions of all 19 atoms, in Å:
N1 1.02244 1.67626 -0.32656  0.31
H1 1.66534 -0.65736 1.60922  0.10
H2 -1.69965 1.99201 0.81193  0.10
H3 -2.38685 0.61531 0.01953  0.10
H4 0.16241 -2.47808 -0.91631  0.12
N2 -0.26283 -0.37898 -0.94366  -0.15
H5 3.02106 0.45421 1.51259  0.08
H6 -1.80416 0.55315 1.71400  0.11
C1 -0.05574 0.01867 -2.12697  0.19
H7 0.11818 -0.69942 -2.95117  0.15
H8 -0.89754 -1.80728 0.36419  0.12
H9 1.73289 0.78006 2.63504  0.09
C2 1.10675 0.85026 0.53867  -0.37
C3 -0.59728 -1.74910 -0.68098  0.03
H10 -1.48157 -1.98870 -1.32610  0.14
C4 1.96787 0.40669 1.66264  0.03
C5 -1.58111 0.93365 0.69049  0.00
H11 0.27604 1.00036 -2.42153  0.12
C6 -0.30626 0.47829 0.13497  -0.26



i is favored, and the nearest alternative lies 1.413 eV above it.



i | # C3H5NO2

The molecule C3H5NO2 (ωB97M-V/def2-TZVPD, OMol25).

Calculated values
Structure (SMILES)   O[C@H]1C=NOC1
LUMO energy   0.5 eV
Total charge   0
Highest occupied orbital energy   -9.72 eV

Each line ends with the Löwdin charge.
Positions of all 11 atoms, in Å:
H1 -0.25988 2.32996 0.17675  0.12
H2 -0.70009 -1.55259 0.93567  0.12
O1 1.51816 0.23570 -0.71168  -0.02
H3 0.88741 0.08818 1.28354  0.15
C1 0.50047 0.13008 0.24325  -0.37
H4 2.31070 -0.23380 -0.35353  0.12
O2 -1.67676 -0.44121 -0.50012  -0.12
H5 -0.08055 -1.71991 -0.73782  0.12
C2 -0.44266 1.26569 0.03204  -0.10
C3 -0.45576 -1.03378 0.00690  -0.11
N1 -1.60104 0.93169 -0.37500  0.07



ii | # C3H5NO2

The molecule C3H5NO2 (ωB97M-V/def2-TZVPD, OMol25).

Calculated values
Structure (SMILES)   C[C@@]1(O)NC1=O
LUMO energy   0.8 eV
Total charge   0
Highest occupied orbital energy   -9.82 eV

Each line ends with the Löwdin charge.
Positions of all 11 atoms, in Å:
H1 0.63557 1.62471 -0.36002  0.08
C1 -0.56181 -0.36426 -0.07208  -0.47
N1 -1.30644 0.05500 1.08918  0.19
C2 0.65513 0.51660 -0.45771  -0.02
O1 -3.04572 0.29638 -0.51058  0.14
H2 -0.65468 -2.15120 0.33466  0.10
H3 -1.21952 0.45485 2.04204  0.16
H4 0.73561 0.45382 -1.54942  0.08
O2 -0.01293 -1.62892 -0.13698  0.04
C3 -1.97524 0.11696 -0.07532  -0.42
H5 1.57172 0.22868 0.18624  0.11



iii | # C3H5NO2

The molecule C3H5NO2 (ωB97M-V/def2-TZVPD, OMol25).

Calculated values
Structure (SMILES)   O=C1NC[C@@H]1O
LUMO energy   0.8 eV
Total charge   0
Highest occupied orbital energy   -9.65 eV

Each line ends with the Löwdin charge.
Positions of all 11 atoms, in Å:
N1 -0.63647 0.15435 -1.20874  0.09
H1 1.11191 -1.13068 2.00716  0.11
O1 -1.34524 -1.90750 -0.32097  0.09
C1 0.06419 -0.02837 0.74638  -0.27
O2 1.26412 -0.50663 1.28507  0.00
H2 -0.82555 0.14294 -2.20126  0.14
C2 -0.76600 -0.85492 -0.29082  -0.44
H3 0.06183 1.97907 -0.27714  0.11
H4 1.35049 0.81080 -0.79077  0.12
H5 -0.59748 0.41453 1.50128  0.15
C3 0.32581 0.92860 -0.43154  -0.11



iv | # C3H5NO2

A structure of composition C3H5NO2 (ωB97M-V/def2-TZVPD, OMol25).

Calculated values
LUMO energy   0.8 eV
Total charge   0
Highest occupied orbital energy   -10.36 eV

Each line ends with the Löwdin charge.
Positions of all 11 atoms, in Å:
H1 -1.44389 -1.46921 -0.89689  0.12
O1 0.41156 -0.47706 -1.30317  0.01
H2 -0.10862 -1.22956 1.08208  0.16
N1 1.94983 0.73796 0.11142  0.18
H3 -1.53027 0.30623 -1.17516  0.13
C1 -0.93991 -0.51127 -0.75158  -0.07
C2 -0.33096 -0.25339 0.64156  -0.30
O2 -0.90312 0.54872 1.61355  0.02
C3 0.89452 0.11677 -0.15535  -0.42
H4 -0.60517 1.45937 1.50076  0.11
H5 2.60603 0.77144 -0.66721  0.07



iii is favored, and the nearest alternative lies 0.699 eV above it.



i | # C3H5NO2

A structure of composition C3H5NO2 (ωB97M-V/def2-TZVPD, OMol25).

Calculated values
LUMO energy   0.8 eV
Total charge   0
Highest occupied orbital energy   -9.90 eV

Each line ends with the Löwdin charge.
Positions of all 11 atoms, in Å:
H1 -1.06673 -0.88035 -0.57894  0.15
N1 -1.20153 1.03187 0.11885  0.06
H2 0.93428 -0.52977 -1.87040  0.12
C1 0.90580 -0.01010 -0.91225  -0.09
H3 -0.83561 1.60282 0.87774  0.09
H4 1.28337 1.01104 -1.00183  0.13
C2 0.48549 -0.79017 0.92108  -0.44
H5 -2.08274 0.66419 0.42728  0.07
O1 1.60295 -0.74870 0.13328  0.05
C3 -0.40341 -0.13521 -0.14550  -0.29
O2 0.37813 -1.21563 2.03069  0.14



ii | # C3H5NO2

A structure of composition C3H5NO2 (ωB97M-V/def2-TZVPD, OMol25).

Calculated values
LUMO energy   0.6 eV
Total charge   0
Highest occupied orbital energy   -7.96 eV

Each line ends with the Löwdin charge.
Positions of all 11 atoms, in Å:
C1 -0.66220 -0.01031 0.09328  -0.28
N1 1.32673 -0.44356 -0.27383  0.05
C2 0.30572 -1.02935 0.66093  -0.11
C3 0.33494 0.49587 -0.64339  -0.37
O1 0.52899 1.48789 -1.52724  0.11
H1 0.10109 -2.08368 0.45357  0.11
H2 2.14471 -0.04741 0.18626  0.11
H3 -2.38165 0.40000 0.83708  0.10
O2 -2.02249 0.09005 -0.00111  0.04
H4 -0.26700 2.03806 -1.49767  0.12
H5 0.59117 -0.89757 1.71213  0.11



iii | # C3H5NO2

The molecule C3H5NO2 (ωB97M-V/def2-TZVPD, OMol25).

Calculated values
LUMO energy   -3.4 eV
Total charge   0
Highest occupied orbital energy   -9.06 eV

Each line ends with the Löwdin charge.
Positions of all 11 atoms, in Å:
C1 0.08172 0.85424 0.00445  -0.03
H1 0.39423 -0.66090 -1.44549  0.09
H2 0.46045 -0.69142 1.47828  0.15
H3 1.92351 0.47039 1.13838  0.16
C2 -1.35451 -0.11798 -0.27781  -0.26
C3 1.01650 -0.08515 0.72815  -0.34
H4 -2.21209 0.40614 -0.65210  0.12
N1 -0.21231 0.15260 -1.27993  0.12
O1 -1.58717 -1.20682 0.46459  -0.01
H5 -0.07806 1.93386 -0.05346  0.15
O2 1.56773 -1.05496 -0.10506  -0.15



iv | # C3H5NO2

The molecule C3H5NO2 (ωB97M-V/def2-TZVPD, OMol25).

Calculated values
Structure (SMILES)   O=CCNC=O
LUMO energy   0.8 eV
Total charge   0
Highest occupied orbital energy   -10.20 eV

Each line ends with the Löwdin charge.
Positions of all 11 atoms, in Å:
H1 0.30878 1.30281 0.68873  0.14
H2 -0.07846 -0.73339 -1.26143  0.13
H3 -2.35674 -0.29732 -1.39025  0.13
N1 -0.50904 -0.22772 -0.49961  0.02
O1 -2.36971 0.72872 0.37837  0.02
O2 2.09386 -0.78839 -0.74955  0.05
C1 0.35764 0.21260 0.55559  -0.16
C2 -1.82546 0.08965 -0.50147  -0.36
H4 2.52970 0.11465 1.00507  0.13
C3 1.77780 -0.18342 0.24830  -0.23
H5 0.07163 -0.21820 1.52626  0.14



iv is favored, and the nearest alternative lies 0.445 eV above it.



i | # C2H3N3

A cluster of 2 separate species, C2H3N3 in total (ωB97M-V/def2-TZVPD, OMol25).

Calculated values
LUMO energy   0.8 eV
Total charge   0
Highest occupied orbital energy   -8.87 eV

Each line ends with the Löwdin charge.
Positions of all 8 atoms, in Å:
C1 -1.50219 -0.72784 -0.40949  -0.03
H1 -1.59638 1.36015 -0.50485  0.06
N1 -1.91597 0.39030 -0.63140  0.03
C2 1.14787 -0.73592 0.30809  -0.07
H2 0.16780 -1.01746 0.73877  0.03
N2 1.07819 0.51112 0.26416  -0.24
N3 0.80541 1.61307 0.36300  0.18
H3 1.81528 -1.39341 -0.12829  0.05



ii | # C2H3N3

A cluster of 2 separate species, C2H3N3 in total (ωB97M-V/def2-TZVPD, OMol25).

Calculated values
LUMO energy   0.4 eV
Total charge   0
Highest occupied orbital energy   -9.90 eV

Each line ends with the Löwdin charge.
Positions of all 8 atoms, in Å:
H1 -0.00874 -1.94395 0.10820  0.04
C1 0.99835 -0.03613 0.56338  -0.08
H2 -1.66515 1.45966 -1.44224  0.23
C2 0.08421 -0.99126 0.36249  -0.07
N1 -1.01581 -0.03396 0.14302  -0.11
N2 -0.48309 0.62931 -0.95434  -0.05
H3 2.07845 -0.09274 0.84955  0.11
N3 0.01178 1.00907 0.36993  -0.06



iii | # C2H3N3

A structure of composition C2H3N3 (ωB97M-V/def2-TZVPD, OMol25).

Calculated values
LUMO energy   0.8 eV
Total charge   0
Highest occupied orbital energy   -9.46 eV

Each line ends with the Löwdin charge.
Positions of all 8 atoms, in Å:
C1 -1.02598 -0.00511 0.02907  -0.32
N1 0.68314 -1.30292 -0.02752  -0.07
H1 -2.09696 0.17654 0.10613  0.12
H2 -0.54241 1.85138 -0.35644  0.10
H3 2.40882 -0.08613 -0.13968  0.09
N2 -0.64678 -1.27430 0.14110  -0.03
N3 -0.11730 0.92370 -0.18834  0.07
C2 1.33838 -0.28464 -0.29651  0.03



iv | # C2H3N3

The molecule C2H3N3 (ωB97M-V/def2-TZVPD, OMol25).

Calculated values
Structure (SMILES)   c1nc[nH]n1
LUMO energy   1.0 eV
Total charge   0
Highest occupied orbital energy   -9.37 eV

Each line ends with the Löwdin charge.
Positions of all 8 atoms, in Å:
C1 -0.19444 0.98936 0.06999  -0.18
N1 1.03107 0.18608 -0.08120  -0.06
N2 0.70241 -1.05549 -0.07426  -0.01
H1 -1.39061 -1.91300 0.20469  0.13
H2 2.06154 0.39928 0.14010  0.18
N3 -1.22784 0.21631 -0.11454  0.03
H3 -0.29062 2.18136 -0.13076  0.15
C2 -0.69152 -1.00390 -0.01403  -0.24



iv is favored, and the nearest alternative lies 1.206 eV above it.